No. 1
# C5H9BrO3S

2 unconnected molecules or ions with the total composition C5H9BrO3S (ωB97M-V/def2-TZVPD, the OMol25 dataset).

The geometry in XYZ format:
```
19
Properties=species:S:1:pos:R:3:nbo_charge:R:1
Br 0.35962 3.50614 -1.44210 -0.06
S -0.47076 2.96197 0.41549 0.45
O 0.95348 3.07136 1.43102 -0.81
O -1.05615 -0.12203 1.94155 -0.60
O -1.54988 -0.61420 -0.22153 -0.54
C 0.86883 -0.00123 -1.18661 -0.66
C -2.73622 -1.31143 0.14153 -0.28
C -0.72794 -0.17581 0.77921 0.67
C 1.63401 0.28854 1.15147 -0.34
C 0.59750 0.14944 0.24128 0.00
H 1.46068 2.27361 1.28872 0.47
H -3.68089 -0.63126 0.20080 0.18
H -3.23365 -1.94628 -0.68260 0.20
H 2.67327 0.37551 0.68314 0.18
H 1.69621 -0.80881 -1.27554 0.22
H -2.55655 -1.79835 1.08721 0.21
H 1.18433 0.91173 -1.41166 0.23
H 1.56640 0.27173 2.21807 0.22
H -0.04493 -0.27235 -1.69217 0.26
```

orbital gap (spin up / spin down): 6.679 / 6.372 eV
multiplicity: 3
expectation value of S²: 2.01
ΔE to the lowest compared entry with this formula, charge and spin: 0.0 kcal/mol
HOMO level (spin up / spin down): -6.6 / -9.2 eV
total charge: 0

---

No. 2
# C5H9Cl

A single C5H9Cl molecule (ωB97M-V/def2-TZVPD, the OMol25 dataset).

The geometry in XYZ format:
```
15
Properties=species:S:1:pos:R:3:nbo_charge:R:1
Cl -1.93916 -1.55363 -0.27235 -0.19
C -1.22656 0.08796 0.55021 -0.07
C 2.23846 -0.90061 -0.28803 -0.37
C -1.36143 1.23201 -0.48551 -0.67
C 0.20753 -0.31301 0.76575 -0.49
C 1.01865 -0.44491 -0.47345 -0.20
H -0.36973 1.97364 -0.43421 0.21
H -1.37903 0.78970 -1.54788 0.24
H 0.04466 -1.31196 1.37193 0.25
H 0.81046 -0.01158 -1.43199 0.21
H 3.13184 -0.97635 -0.91281 0.21
H -2.23596 1.93755 -0.37115 0.23
H 2.29899 -1.36309 0.66111 0.18
H -1.84666 0.31668 1.46982 0.23
H 0.60795 0.53759 1.39856 0.23
```

orbital gap: 10.760 eV
multiplicity: 1
SMILES: C=CC[C@@H](C)Cl
ΔE to the lowest compared entry with this formula, charge and spin: 42.0 kcal/mol
HOMO level: -9.8 eV
total charge: 0

---

No. 3
# C5H9Cl

A single C5H9Cl molecule (ωB97M-V/def2-TZVPD, the OMol25 dataset).

The geometry in XYZ format:
```
15
Properties=species:S:1:pos:R:3:nbo_charge:R:1
Cl 3.21800 -0.20531 -0.06557 0.03
C 0.14010 -1.00210 0.63025 -0.44
C -1.11831 -1.51728 -0.24010 -0.62
C 0.55977 0.61223 0.08329 0.03
C 1.79627 0.77509 -0.31022 -0.23
C -0.54758 1.59101 -0.00088 -0.67
H -1.11956 1.35681 -1.02249 0.21
H -1.98702 -2.00487 0.23496 0.21
H -1.39546 -0.50471 -0.68577 0.20
H -0.18125 2.57528 -0.04640 0.23
H 2.15875 1.79947 -0.63652 0.19
H -1.34283 1.50426 0.77048 0.23
H -0.74434 -2.18138 -0.94830 0.20
H -0.25471 -0.92477 1.66556 0.21
H 0.81817 -1.87374 0.57170 0.22
```

orbital gap (spin up / spin down): 6.019 / 8.535 eV
multiplicity: 3
expectation value of S²: 2.01
ΔE to the lowest compared entry with this formula, charge and spin: 14.4 kcal/mol
HOMO level (spin up / spin down): -5.0 / -10.7 eV
total charge: 0

---

No. 4
# C5H9Cl2N

A single C5H9Cl2N molecule (ωB97M-V/def2-TZVPD, the OMol25 dataset).

The geometry in XYZ format:
```
17
Properties=species:S:1:pos:R:3:nbo_charge:R:1
Cl 2.04054 0.00448 -0.89301 -0.11
Cl 0.12697 -1.76969 0.59508 0.08
N -2.72631 -0.41537 -0.83433 -0.88
C -0.72238 0.81008 -0.42233 -0.23
C 0.68189 0.85861 1.18622 -0.48
C 0.15510 2.00580 0.48520 -0.37
C 0.42076 -0.17679 0.11306 -0.01
C -1.94810 0.45625 0.12162 -0.28
H -2.42117 -0.32715 -2.05245 0.38
H -2.43455 1.47606 0.36057 0.20
H -3.89470 -0.13048 -0.66130 0.38
H 1.59699 1.10003 1.63031 0.23
H 0.64306 2.67874 -0.19063 0.22
H -0.39067 2.72075 1.28022 0.20
H 0.00941 0.68468 2.04773 0.21
H -0.67928 1.17412 -1.54547 0.25
H -1.71626 -0.18435 1.13336 0.21
```

orbital gap: 10.052 eV
multiplicity: 1
SMILES: NC[C@H]1CCC1(Cl)Cl
ΔE to the lowest compared entry with this formula, charge and spin: 93.0 kcal/mol
HOMO level: -9.2 eV
total charge: 0

---

No. 5
# C5H9Cl3O2S

2 unconnected molecules or ions with the total composition C5H9Cl3O2S (ωB97M-V/def2-TZVPD, the OMol25 dataset).

The geometry in XYZ format:
```
20
Properties=species:S:1:pos:R:3:nbo_charge:R:1
Cl 2.97480 0.98006 3.40717 0.02
Cl 3.81681 1.50678 0.50634 -0.03
Cl 1.38421 2.82636 1.70378 -0.01
S -0.07975 -1.70862 -0.73054 2.18
O -0.21815 -2.81646 -1.63484 -0.93
O 0.94465 -1.59941 0.31863 -0.96
C 2.41069 1.32375 1.71271 -0.23
C -0.08747 -0.27161 -1.68442 -0.72
C -1.63555 -1.36418 0.07432 -0.67
C -1.65497 0.15967 0.21660 -0.41
C -0.81854 0.79208 -0.89021 -0.42
H -2.40285 -1.86199 -0.50595 0.24
H 1.80978 0.49269 1.30608 0.25
H 0.94279 0.08597 -1.85038 0.27
H -1.35617 1.49827 -1.48941 0.23
H -0.50777 -0.50850 -2.66944 0.26
H -1.56165 -1.80677 1.03419 0.25
H -1.26328 0.39529 1.21002 0.22
H -0.05746 1.36087 -0.31345 0.22
H -2.64015 0.51574 0.27878 0.23
```

orbital gap: 11.031 eV
multiplicity: 1
SMILES: O=S1(=O)CCCC1.ClC(Cl)Cl
HOMO level: -10.7 eV
total charge: 0

---

No. 6
# C5H9ClCrNO3

A molecular structure, C5H9ClCrNO3 (ωB97M-V/def2-TZVPD, the OMol25 dataset).

The geometry in XYZ format:
```
20
Properties=species:S:1:pos:R:3:nbo_charge:R:1
Cr 19.65034 3.29752 -21.99971 1.54
Cl 18.59725 5.15295 -21.12358 -0.53
O 18.99374 6.51644 -14.59010 -0.48
O 17.62494 5.28365 -15.88356 -0.65
O 19.74452 5.74834 -16.46672 -0.50
N 15.97394 6.60696 -25.35855 -0.32
C 15.73483 6.74610 -24.24613 0.28
C 15.41913 6.91786 -22.82971 -0.72
C 17.90600 6.80589 -13.69758 -0.25
C 18.69051 5.79507 -15.64913 0.98
C 19.60798 5.04167 -17.66875 -0.25
H 14.43198 6.50166 -22.63748 0.26
H 17.13683 7.35443 -14.23502 0.20
H 15.36812 7.98403 -22.62178 0.26
H 18.33472 7.43630 -12.92502 0.20
H 16.17477 6.39790 -22.25166 0.24
H 17.53118 5.89208 -13.24418 0.20
H 19.45136 3.97240 -17.49328 0.18
H 18.76855 5.40502 -18.26072 0.19
H 20.52535 5.12981 -18.24680 0.18
```

orbital gap (spin up / spin down): 4.198 / 5.386 eV
multiplicity: 5
expectation value of S²: 6.07
ΔE to the lowest compared entry with this formula, charge and spin: 47.3 kcal/mol
HOMO level (spin up / spin down): -13.0 / -13.0 eV
total charge: +1

---

no.,strongest force on any atom (eV/Å),total energy (a.u.)
1,6.23,-3393.63248
2,3.19,-656.03082
3,12.73,-655.86129
4,7.10,-1170.88886
5,2.33,-2125.12160
6,2.34,-1980.69894